Formula: C6H12O
Source: the OMol25 dataset
Level of theory: the ωB97M-V functional and the def2-TZVPD basis

The calculation puts the HOMO-LUMO gap at 8.89 eV. For the relative energy (zero: lowest compared OMol25 entry of this formula, charge and spin), the calculation gives 80.84 kcal/mol.

Cartesian coordinates (Å):
1 C 2.638 -0.591 0.110
2 C 1.404 0.237 -0.294
3 C 0.741 0.340 1.070
4 C -1.420 1.359 -0.348
5 C -2.104 0.026 -0.038
6 C -1.106 -1.078 0.322
7 O -0.231 -0.509 1.323
8 H 3.155 -0.104 0.946
9 H 2.328 -1.588 0.446
10 H 3.324 -0.700 -0.731
11 H 1.720 1.238 -0.620
12 H 0.888 -0.237 -1.144
13 H -0.649 1.581 0.395
14 H -2.111 2.202 -0.291
15 H -0.934 1.351 -1.328
16 H -2.706 -0.304 -0.894
17 H -2.790 0.155 0.807
18 H -1.594 -1.926 0.811
19 H -0.552 -1.452 -0.543

Atom charges from the Mulliken analysis, given in e for atoms 1 to 6: -1.24 -0.02 -0.67 -1.06 -0.26 -0.48